(1)
One molecule with the formula C4H4Cl3N3, computed with ωB97M-V with the def2-TZVPD basis set.

Gap between HOMO and LUMO   7.7 eV
E_tot   -46246.604 eV
Energy above the lowest of the compared OMol25 structures with the same formula, charge and spin   0.5966 eV
E_LUMO   -0.4 eV
Spin multiplicity   1

Cartesian coordinates (Å):
C 0.8386 -0.3299 -1.0127
C 1.4323 0.6820 -0.1426
C -0.5062 1.3063 0.9820
C -0.7936 -1.1563 0.3499
N 0.8879 1.2992 0.8062
N 1.0931 -0.7563 -2.1552
N -1.3581 -0.0130 0.8273
Cl 3.2455 0.6366 -0.2151
Cl -0.0424 -2.1646 1.5431
Cl -1.6154 -1.9785 -0.9837
H -0.6495 1.6986 2.0239
H -0.9546 1.9229 0.3003
H 0.6489 -1.4616 -2.7444
H -2.2264 0.3144 0.4211

***

(2)
A 2-piece molecular cluster, C4H4Cl3NO2 overall, computed with ωB97M-V with the def2-TZVPD basis set.

Gap between HOMO and LUMO   6.6 eV
E_tot   -47360.155 eV
Energy above the lowest of the compared OMol25 structures with the same formula, charge and spin   4.7386 eV
E_LUMO   -0.7 eV
Spin multiplicity   1

Cartesian coordinates (Å):
C -0.6548 -0.0239 -0.8748
C -0.0521 -1.0743 -0.0699
C -0.0099 1.1225 -0.5142
C 0.0118 0.4842 3.4618
N 0.9192 -0.5116 0.6544
O 0.9740 0.7946 0.3964
O -0.2510 2.3009 -0.9281
Cl -1.4197 -0.1968 2.5733
Cl 1.2010 -1.1106 3.5189
Cl -0.5596 0.5853 5.0797
H -1.4740 -0.3015 -1.5281
H -0.2681 -2.1131 0.0116
H 0.9787 -0.7877 1.6772
H 0.0659 2.9924 -0.3020

***

(3)
A 2-piece molecular cluster, C4H4Cl4O overall, computed with ωB97M-V with the def2-TZVPD basis set.

Gap between HOMO and LUMO   9.4 eV
E_tot   -56347.376 eV
Energy above the lowest of the compared OMol25 structures with the same formula, charge and spin   2.2253 eV
SMILES   OC=C(Cl)Cl.C=C(Cl)Cl
E_LUMO   0.4 eV
Spin multiplicity   1

Cartesian coordinates (Å):
C -0.8703 -0.6669 0.9203
C 0.5177 0.8086 -0.9814
C -1.6461 0.3933 1.2587
C 0.2776 1.9516 -0.3597
O 1.2006 -0.2455 -0.5544
Cl -1.5557 1.0779 2.7204
Cl -3.0336 0.7743 0.2376
Cl 0.9662 2.4138 1.2723
Cl -0.8275 3.0927 -0.9870
H -0.7920 -0.9552 -0.0649
H -0.0362 -0.7707 1.6572
H -0.0998 0.5340 -1.7527
H 1.6354 -0.0819 0.2623

***

(4)
One molecule with the formula C4H4ClF, computed with ωB97M-V with the def2-TZVPD basis set.

Gap between HOMO and LUMO   10.3 eV
E_tot   -19449.958 eV
Energy above the lowest of the compared OMol25 structures with the same formula, charge and spin   1.4992 eV
SMILES   F[C@@H]1C=C[C@@H]1Cl
E_LUMO   -0.1 eV
Spin multiplicity   1

Cartesian coordinates (Å):
C -0.9936 -0.3059 -0.6714
C -0.4378 0.9299 -0.5961
C -0.0563 -0.8569 0.3930
C 0.4950 0.5935 0.4828
F 0.9259 -1.7713 -0.0959
Cl 2.5720 0.6097 -0.0199
H -1.8581 -0.5908 -1.2805
H -0.6252 1.9142 -1.0403
H -0.5103 -1.4711 1.3228
H 0.4885 0.9486 1.5055